# 1
ORCA calculation (the ωB97M-V functional and the def2-TZVPD basis) on a structure of composition C30H32Ge2IrN5O6S3.

Element x y z (Å)
Ir  1.69328  0.60226  -0.86755
N  5.17964  -2.04637  -0.79179
C  4.03642  -1.41286  -0.43403
S  2.75769  -1.42470  -1.63911
N  3.95342  -0.90732  0.75841
N  2.72964  -0.31361  0.98555
C  2.33060  -0.28554  2.19829
C  1.05411  0.28086  2.61797
C  0.99539  0.90134  3.86517
C  -0.15182  1.54092  4.29619
C  -1.26279  1.54545  3.46646
C  -1.24232  0.90020  2.23903
C  -0.09550  0.24242  1.80598
O  0.00032  -0.40022  0.61201
H  5.34646  -2.19553  -1.77292
H  5.97610  -1.94062  -0.18458
H  2.99679  -0.69305  2.95861
H  1.88074  0.89206  4.49070
H  -0.17645  2.03908  5.25497
H  -2.16402  2.06334  3.76754
H  -2.11601  0.93463  1.61112
O  -1.45244  5.25100  1.39066
C  -0.28601  5.21395  2.01147
O  0.00460  5.96325  2.91021
C  0.69790  4.19911  1.53849
C  1.95900  4.06570  2.07814
N  2.55171  3.03500  1.44955
N  1.73878  2.47951  0.54789
C  0.61783  3.17458  0.57712
C  -0.48711  2.72586  -0.32537
O  -1.55796  3.33245  -0.31109
O  -0.22863  1.69520  -1.03220
H  -1.50527  4.58249  0.65085
H  2.44112  4.63573  2.85262
H  3.45330  2.62314  1.62977
C  4.84735  2.30149  -1.07191
O  5.04108  1.57000  -2.28195
C  4.03065  1.34843  -3.11598
S  4.23234  0.39788  -4.42106
S  2.41616  1.89118  -2.71123
H  5.84783  2.54543  -0.72587
H  4.33968  1.67152  -0.33739
H  4.27464  3.21226  -1.24865
C  0.24016  -1.81361  -3.74650
Ge  -1.27654  -0.94341  -2.87510
C  -2.88186  -2.01825  -3.25692
C  -1.51338  0.84070  -3.62840
Ge  -1.32274  -1.22140  -0.43438
C  -3.09795  -0.72992  0.19962
C  -3.76489  -1.47042  1.17221
C  -5.01947  -1.07516  1.61703
C  -5.61448  0.06417  1.09454
C  -4.95886  0.80866  0.12269
C  -3.70879  0.40986  -0.32598
C  -0.95950  -3.07933  0.03738
C  -1.91020  -4.06406  -0.23135
C  -1.64425  -5.39858  0.04109
C  -0.42057  -5.76437  0.58332
C  0.53415  -4.79448  0.85225
C  0.26707  -3.46012  0.57906
H  -0.07202  -2.10104  -4.75179
H  0.55526  -2.70908  -3.21193
H  1.08852  -1.13563  -3.84202
H  -3.11986  -1.92257  -4.31694
H  -3.74125  -1.67660  -2.67996
H  -2.70756  -3.07177  -3.03894
H  -1.85131  0.72290  -4.65963
H  -0.56703  1.37608  -3.62526
H  -2.24144  1.43606  -3.08271
H  -3.30098  -2.35464  1.59378
H  -5.52983  -1.65395  2.37585
H  -6.58966  0.37440  1.44664
H  -5.41527  1.70367  -0.27892
H  -3.18723  1.01729  -1.05752
H  -2.87371  -3.79023  -0.64768
H  -2.39330  -6.15144  -0.16792
H  -0.21208  -6.80478  0.79621
H  1.49128  -5.07673  1.27198
H  1.02130  -2.71011  0.78416

Calculated values
* expectation value of S²: 6.0219
* strongest force on any atom: 0.01283 Eh/bohr
* spin multiplicity: 5
* E_tot: -199740.47290 eV
* energy above the lowest of the compared OMol25 structures with the same formula, charge and spin: 28.0 kJ/mol
* lowest unoccupied orbital energy (alpha / beta): -0.24 / -2.68 eV


# 2
ORCA calculation (the ωB97M-V functional and the def2-TZVPD basis) on a cluster of 2 separate species, C30H32N4O5 in total at a distorted geometry.

Element x y z (Å)
C  2.23295  5.14013  -0.56805
N  1.99583  3.72544  -0.75516
C  2.98352  2.82863  -1.04496
O  4.16537  3.10176  -1.24343
C  2.33371  1.43967  -1.10187
C  2.84927  0.45017  -0.05068
C  4.32694  0.17085  -0.18143
C  5.20782  0.51528  0.85007
C  6.58598  0.38989  0.65596
C  7.08548  -0.14915  -0.53660
C  6.19173  -0.56370  -1.53541
C  4.81377  -0.41302  -1.35079
N  0.91222  1.76412  -0.93165
C  -0.02494  0.79118  -0.90462
C  -1.37133  1.03643  -0.67971
C  -2.37006  0.07641  -0.60722
C  -3.75996  0.41043  -0.54528
C  -4.73604  -0.61611  -0.65153
C  -6.09072  -0.34506  -0.58425
C  -6.55012  0.96602  -0.39027
C  -8.00955  1.25464  -0.25605
C  -5.60871  2.00158  -0.31485
C  -4.24864  1.74648  -0.41843
C  0.65103  3.18691  -0.68569
C  0.05478  3.48346  0.69788
C  -0.22892  3.86421  -1.74988
H  3.30102  5.33932  -0.62722
H  1.70348  5.71935  -1.33232
H  1.85219  5.45333  0.40980
H  2.52092  1.01345  -2.10886
H  2.63048  0.85796  0.94460
H  2.27813  -0.48283  -0.16737
H  4.79596  0.92085  1.77757
H  7.27108  0.72848  1.43741
H  8.16355  -0.26026  -0.68427
H  6.56257  -0.99099  -2.46722
H  4.10127  -0.71907  -2.12290
H  0.33994  -0.22331  -1.10096
H  -1.66938  2.07572  -0.55566
H  -2.10256  -0.98050  -0.67207
H  -4.38638  -1.63708  -0.77383
H  -6.80380  -1.16469  -0.68293
H  -8.16731  2.31787  -0.04997
H  -8.57025  0.99919  -1.16449
H  -8.45215  0.68065  0.56776
H  -5.96603  3.02716  -0.18383
H  -3.55314  2.58823  -0.39778
H  0.73342  3.13524  1.48710
H  -0.08520  4.56819  0.78776
H  -0.91493  3.00297  0.83433
H  0.25172  3.81066  -2.73581
H  -1.21709  3.40332  -1.81436
H  -0.35643  4.91973  -1.47281
C  -2.40020  -3.72638  1.75520
N  -3.21824  -3.68523  0.66604
O  -4.43046  -3.31370  0.80377
O  -2.77297  -3.96908  -0.48737
C  -1.11295  -4.32966  1.73746
C  -0.55744  -4.92512  0.56520
C  0.73128  -5.42954  0.55270
C  1.52945  -5.36773  1.71407
N  2.91141  -5.68254  1.66083
O  3.58383  -5.57868  2.71422
O  3.40966  -6.03113  0.56492
C  0.98778  -4.85393  2.91187
C  -0.31364  -4.38578  2.93075
H  -2.83629  -3.36008  2.68328
H  -1.16575  -4.97432  -0.33106
H  1.15114  -5.86274  -0.35097
H  1.62011  -4.82982  3.79478
H  -0.76920  -4.05411  3.86652

Calculated values
* strongest force on any atom: 0.04571 Eh/bohr
* spin multiplicity: 1
* E_tot: -47820.00755 eV
* energy above the lowest of the compared OMol25 structures with the same formula, charge and spin: 1084.8 kJ/mol
* lowest unoccupied orbital energy: -2.55 eV


# 3
ORCA calculation (the ωB97M-V functional and the def2-TZVPD basis) on a cluster of 5 separate species, C30H32NO17P2 in total at a distorted geometry.

Element x y z (Å)
C  1.17136  -5.12405  3.00097
C  1.95092  -3.99204  3.62539
O  1.07206  -3.00214  4.22106
P  0.55482  -1.87225  3.23729
C  -0.92410  -1.20686  4.02349
C  -2.03777  -1.02395  3.02417
N  -1.91539  -0.36771  1.96060
P  1.83981  -0.17307  2.91156
C  3.18459  -0.64202  1.74312
C  2.52570  0.18480  4.57590
H  0.35041  -5.35136  3.66011
H  0.79577  -4.85091  2.02928
H  1.81704  -5.97705  2.91147
H  2.54084  -4.38522  4.43292
H  2.64697  -3.55278  2.91788
H  0.19811  -2.37784  1.97813
H  -0.68402  -0.29097  4.54196
H  -1.19521  -1.92601  4.78734
H  -2.97560  -1.49442  3.26763
H  -0.97106  0.03025  1.91288
H  3.10970  -1.69742  1.53552
H  4.14628  -0.43522  2.17153
H  3.03013  -0.11823  0.81896
H  3.56390  -0.09610  4.65304
H  2.46067  1.25028  4.72168
H  1.99662  -0.31971  5.37095
C  -5.96442  -3.38269  -1.70069
C  -4.92515  -4.18542  -1.44542
C  -3.82633  -3.77657  -0.50959
O  -2.91468  -4.56050  -0.30680
C  -3.89503  -2.46107  0.10461
C  -4.93405  -1.65656  -0.15425
C  -6.04601  -2.07917  -1.07142
O  -6.96274  -1.29859  -1.24904
O  -5.06533  -0.44639  0.36740
O  -4.78733  -5.38556  -1.99515
H  -6.75947  -3.66353  -2.37503
H  -3.08787  -2.17111  0.75623
H  -5.90562  -0.08878  0.01482
H  -3.95495  -5.75730  -1.64504
C  -4.38110  -0.14023  -5.45768
C  -4.48586  1.03441  -6.09169
C  -5.74911  1.84542  -6.05655
O  -5.75544  2.90997  -6.64368
C  -6.88697  1.31425  -5.32470
C  -6.78581  0.13880  -4.68852
C  -5.51240  -0.66431  -4.71009
O  -5.47506  -1.72516  -4.11070
O  -7.78984  -0.38348  -4.00116
O  -3.49652  1.56888  -6.79191
H  -3.47680  -0.73140  -5.47924
H  -7.79469  1.90034  -5.31516
H  -7.46522  -1.21215  -3.59848
H  -3.83968  2.41519  -7.14386
C  7.99091  3.48694  3.05034
C  6.86444  2.77158  2.98929
C  6.41694  2.09805  1.72604
O  5.38129  1.44367  1.75891
C  7.22212  2.25475  0.53543
C  8.35334  2.97536  0.58669
C  8.81902  3.63111  1.85810
O  9.86001  4.25110  1.83114
O  9.13310  3.15898  -0.45988
O  6.05707  2.59957  4.03523
H  8.32289  3.97380  3.95619
H  6.87952  1.77830  -0.37185
H  9.88315  3.71080  -0.15703
H  5.32083  2.04845  3.71135
C  0.31696  3.06176  -2.90936
C  1.48321  3.68593  -2.68973
C  2.19061  3.60252  -1.36682
O  3.25468  4.17417  -1.24320
C  1.56175  2.83660  -0.29561
C  0.39751  2.22011  -0.51912
C  -0.29716  2.28144  -1.84807
O  -1.34133  1.66924  -1.96450
O  -0.23229  1.50073  0.40941
O  2.09503  4.41143  -3.61195
H  -0.19807  3.11190  -3.85799
H  2.07016  2.79639  0.65816
H  -1.05048  1.16893  -0.01960
H  2.91575  4.75105  -3.20364

Calculated values
* net charge: +1
* strongest force on any atom: 0.02293 Eh/bohr
* spin multiplicity: 1
* E_tot: -86495.33258 eV
* lowest unoccupied orbital energy: -3.54 eV